No. 1
{"formula": "C40H47GeNO2P2PdS2Se", "method": "wB97M-V/def2-TZVPD", "total_energy_ev": -213420.5085, "gap_ev": 6.81, "multiplicity": 1, "fmax_ha_per_bohr": 0.0101, "de_lowest_kj_mol": 59.5, "homo_energy_ha": -0.2640, "e_lumo_ev": -0.377, "elements": ["Pd", "C", "S", "C", "C", "C", "N", "P", "C", "C", "C", "C", "C", "C", "C", "C", "C", "C", "C", "C", "P", "C", "C", "C", "C", "C", "C", "C", "C", "C", "C", "C", "C", "H", "H", "H", "H", "H", "H", "H", "H", "H", "H", "H", "H", "H", "H", "H", "H", "H", "H", "H", "H", "H", "H", "H", "H", "H", "H", "H", "H", "H", "O", "C", "O", "C", "C", "C", "C", "C", "C", "S", "H", "H", "H", "H", "C", "Ge", "C", "C", "C", "Se", "C", "H", "H", "H", "H", "H", "H", "H", "H", "H", "H", "H", "H", "H", "H"], "positions_angstrom": [[0.630, -0.751, -0.358], [-1.060, 6.681, 2.582], [-2.623, 5.907, 3.034], [-2.061, 4.209, 3.280], [-1.646, 3.497, 2.001], [-1.166, 2.080, 2.314], [-0.710, 1.288, 1.176], [0.831, 1.359, 0.536], [1.117, 3.053, -0.060], [1.581, 4.089, 0.752], [1.643, 5.386, 0.263], [1.235, 5.661, -1.036], [0.765, 4.638, -1.847], [0.711, 3.339, -1.363], [2.013, 1.107, 1.898], [3.293, 1.660, 1.912], [4.196, 1.321, 2.911], [3.833, 0.422, 3.903], [2.564, -0.141, 3.893], [1.662, 0.197, 2.896], [-1.435, -0.059, 0.204], [-2.177, 1.014, -1.080], [-1.751, 0.905, -2.404], [-2.220, 1.785, -3.366], [-3.136, 2.773, -3.026], [-3.588, 2.867, -1.719], [-3.104, 1.994, -0.752], [-2.628, -0.606, 1.440], [-2.179, -1.100, 2.662], [-3.088, -1.512, 3.623], [-4.451, -1.427, 3.370], [-4.901, -0.954, 2.147], [-3.993, -0.554, 1.176], [-1.241, 7.753, 2.517], [-0.694, 6.330, 1.616], [-0.306, 6.501, 3.349], [-2.903, 3.692, 3.748], [-1.247, 4.210, 4.010], [-0.853, 4.059, 1.502], [-2.490, 3.478, 1.314], [-1.963, 1.525, 2.814], [-0.343, 2.143, 3.038], [1.870, 3.891, 1.777], [2.001, 6.185, 0.902], [1.279, 6.675, -1.414], [0.439, 4.848, -2.858], [0.334, 2.543, -1.995], [3.596, 2.357, 1.141], [5.186, 1.760, 2.910], [4.539, 0.157, 4.680], [2.276, -0.850, 4.658], [0.682, -0.256, 2.876], [-1.059, 0.122, -2.679], [-1.875, 1.692, -4.389], [-3.507, 3.457, -3.781], [-4.319, 3.619, -1.445], [-3.473, 2.070, 0.264], [-1.118, -1.195, 2.849], [-2.731, -1.908, 4.566], [-5.162, -1.750, 4.121], [-5.962, -0.916, 1.932], [-4.348, -0.242, 0.204], [-3.819, -2.690, -0.772], [-2.609, -2.625, -0.867], [-1.934, -1.506, -0.987], [-1.791, -3.885, -0.962], [-2.368, -4.948, -1.650], [-1.726, -6.168, -1.775], [-0.489, -6.338, -1.169], [0.093, -5.289, -0.476], [-0.530, -4.041, -0.369], [0.299, -2.860, 0.662], [-3.352, -4.794, -2.075], [-2.191, -6.979, -2.321], [0.027, -7.290, -1.234], [1.051, -5.426, 0.012], [3.927, -3.352, -4.536], [2.732, -3.995, -3.121], [0.871, -3.576, -3.568], [3.030, -5.909, -2.841], [3.279, -3.023, -1.481], [2.751, -1.164, -1.657], [4.197, -0.314, -0.684], [3.627, -3.753, -5.506], [4.959, -3.654, -4.344], [3.891, -2.262, -4.595], [0.804, -3.220, -4.598], [0.456, -2.811, -2.911], [0.244, -4.462, -3.459], [2.856, -6.457, -3.770], [2.350, -6.293, -2.084], [4.057, -6.096, -2.520], [4.367, -3.035, -1.403], [2.828, -3.426, -0.575], [5.126, -0.472, -1.225], [4.258, -0.711, 0.324], [3.968, 0.748, -0.648]], "mulliken_charge": [-0.70, -0.68, -0.15, -1.05, 1.13, -1.07, 1.18, 0.09, 0.82, -0.25, -0.79, -0.57, -0.73, -0.72, 1.22, -0.42, -0.79, -0.67, -0.74, -0.97, 1.94, 0.91, -1.17, -0.44, -0.72, -1.12, -0.27, 0.77, -0.47, -0.67, -0.75, -0.93, -0.41, 0.41, 0.08, 0.24, 0.43, 0.41, -0.55, 0.06, 0.42, 0.31, 0.42, 0.49, 0.40, 0.46, 0.39, 0.45, 0.42, 0.42, 0.46, 0.40, 0.42, 0.46, 0.41, 0.47, 0.76, -0.03, 0.46, 0.39, 0.44, 0.57, -0.67, -0.06, -0.40, 0.22, -0.78, -0.69, -0.62, -0.85, 1.25, -0.57, 0.47, 0.38, 0.40, 0.49, -1.28, 0.52, -0.59, -1.04, -1.12, 0.12, -1.03, 0.40, 0.35, 0.38, 0.51, -0.22, 0.22, 0.35, 0.23, 0.38, 0.54, 0.46, 0.54, 0.31, 0.17]}



No. 2
{"formula": "C40H47HgN4P2S", "method": "wB97M-V/def2-TZVPD", "total_energy_ev": -81790.2272, "gap_ev": [6.43, 6.41], "multiplicity": 2, "fmax_ha_per_bohr": 0.0069, "homo_energy_ha": [-0.2102, -0.2443], "e_lumo_ev": [0.706, -0.242], "elements": ["Hg", "C", "P", "C", "C", "C", "C", "C", "C", "C", "C", "C", "C", "C", "C", "C", "C", "C", "C", "C", "P", "C", "C", "C", "C", "C", "C", "C", "C", "C", "C", "C", "C", "N", "H", "H", "H", "H", "H", "H", "H", "H", "H", "H", "H", "H", "H", "H", "H", "H", "H", "H", "H", "H", "H", "H", "H", "H", "H", "H", "C", "N", "C", "C", "S", "N", "C", "C", "H", "H", "H", "H", "H", "H", "H", "H", "H", "H", "H", "H", "C", "C", "C", "C", "C", "N", "H", "H", "H", "H", "H", "H", "H", "H", "H"], "positions_angstrom": [[-0.623, 0.325, -0.339], [2.848, 1.449, -0.338], [1.236, 2.374, -0.270], [1.075, 3.118, -1.937], [0.556, 4.399, -2.109], [0.361, 4.920, -3.379], [0.693, 4.173, -4.499], [1.202, 2.893, -4.339], [1.377, 2.363, -3.070], [1.495, 3.852, 0.757], [0.558, 4.137, 1.744], [0.705, 5.268, 2.539], [1.791, 6.108, 2.355], [2.735, 5.825, 1.373], [2.586, 4.704, 0.577], [2.688, 0.011, 0.078], [3.584, -0.794, 0.766], [2.902, -2.005, 1.045], [1.636, -1.867, 0.500], [0.386, -2.684, 0.702], [-0.787, -1.585, 1.612], [-2.291, -2.582, 1.857], [-2.989, -2.598, 3.062], [-4.180, -3.301, 3.180], [-4.692, -3.997, 2.095], [-4.008, -3.982, 0.887], [-2.820, -3.277, 0.766], [-0.018, -1.442, 3.249], [0.156, -2.542, 4.090], [0.826, -2.400, 5.293], [1.336, -1.160, 5.661], [1.173, -0.065, 4.828], [0.495, -0.206, 3.624], [1.514, -0.646, -0.098], [3.264, 1.571, -1.342], [3.538, 1.946, 0.349], [0.309, 5.004, -1.247], [-0.041, 5.919, -3.490], [0.555, 4.582, -5.491], [1.459, 2.304, -5.210], [1.752, 1.351, -2.960], [-0.292, 3.476, 1.883], [-0.029, 5.485, 3.304], [1.907, 6.987, 2.977], [3.583, 6.482, 1.230], [3.315, 4.491, -0.196], [4.590, -0.533, 1.060], [3.274, -2.846, 1.609], [-0.102, -2.946, -0.241], [0.581, -3.609, 1.248], [-2.599, -2.064, 3.919], [-4.705, -3.307, 4.127], [-5.618, -4.548, 2.190], [-4.398, -4.521, 0.033], [-2.308, -3.267, -0.190], [-0.231, -3.511, 3.798], [0.960, -3.256, 5.941], [1.866, -1.052, 6.598], [1.578, 0.899, 5.108], [0.374, 0.644, 2.962], [-1.864, 0.926, -4.110], [-0.882, -0.048, -4.580], [-1.282, -0.633, -5.857], [-0.555, -1.056, -3.635], [-1.721, -1.667, -2.596], [0.713, -1.465, -3.692], [1.692, -0.918, -4.619], [1.230, -2.582, -2.918], [-1.863, 1.763, -4.810], [-1.578, 1.300, -3.128], [-2.871, 0.502, -4.041], [-2.152, -1.292, -5.744], [-0.459, -1.203, -6.293], [-1.534, 0.174, -6.544], [1.305, -0.011, -5.070], [1.913, -1.654, -5.397], [2.615, -0.713, -4.074], [0.448, -2.978, -2.285], [2.062, -2.242, -2.303], [1.570, -3.361, -3.606], [-5.959, 2.255, 1.184], [-4.867, 1.299, 0.694], [-5.187, -0.140, 1.105], [-4.702, 1.389, -0.828], [-3.577, 1.677, 1.295], [-2.511, 1.926, 1.643], [-6.909, 1.962, 0.735], [-5.743, 3.283, 0.893], [-6.064, 2.212, 2.268], [-6.107, -0.454, 0.610], [-5.328, -0.222, 2.182], [-4.388, -0.820, 0.812], [-5.643, 1.100, -1.300], [-3.916, 0.716, -1.175], [-4.455, 2.404, -1.140]], "mulliken_charge": [1.36, -1.13, 0.86, 0.21, -0.77, -0.63, -0.67, -0.62, 0.14, -0.22, -0.26, -0.76, -0.41, -0.73, 0.03, -0.31, -1.33, -0.98, 0.12, -0.62, 0.85, 0.44, -0.65, -0.66, -0.53, -0.60, -0.46, 0.14, -0.27, -0.78, -0.47, -0.54, -0.32, 0.83, 0.61, 0.57, 0.40, 0.40, 0.39, 0.34, -0.13, 0.48, 0.44, 0.38, 0.41, 0.39, 0.50, 0.52, -0.24, 0.49, 0.44, 0.40, 0.39, 0.44, 0.17, 0.43, 0.39, 0.38, 0.44, 0.30, -1.27, 0.48, -1.12, 0.05, -0.21, 0.29, -1.05, -1.18, 0.38, 0.29, 0.36, 0.35, 0.27, 0.41, 0.23, 0.33, 0.42, 0.21, 0.33, 0.43, -1.97, 2.79, -1.57, -1.60, -0.56, -0.46, 0.40, 0.43, 0.42, 0.46, 0.46, 0.13, 0.45, 0.20, 0.42]}



Q: Which formula does entry 1 have?
A: C40H47GeNO2P2PdS2Se